Record 1
Formula: C3H5P
Source: OMol25
Level of theory: ωB97M-V with the def2-TZVPD basis set

Element x y z (Å)
C: -1.25565 0.59106 0.04082
C: -1.23778 -0.52883 -0.66483
C: -0.33171 -0.46218 0.44916
P: 2.17448 -0.19723 -0.45680
H: -1.64430 1.62304 0.20933
H: -1.96905 -0.96428 -1.25219
H: -0.19364 -1.10207 1.30126
H: 2.89626 -0.12991 0.77181
H: 1.56140 1.17041 -0.39855

Properties
2S+1 = 1
energy relative to the best compared isomer or geometry (same formula, charge and spin) = 82.9 kcal per mole
highest occupied orbital energy = -7.348 eV
total charge = 0
gap between HOMO and LUMO = 0.2849 hartree

Record 2
Formula: C3H5P
Source: OMol25
Level of theory: ωB97M-V with the def2-TZVPD basis set

Element x y z (Å)
C: 0.12090 2.17744 1.85505
C: -0.60782 -1.30410 -1.04163
C: 0.59014 -1.13410 -0.62704
P: -0.81112 3.43111 1.62976
H: 0.84593 1.44891 1.50761
H: -1.44769 -1.48430 -0.30634
H: -1.15488 -1.07177 -2.01466
H: 1.42638 -0.84304 -1.33353
H: 1.03817 -1.22015 0.33078

Properties
2S+1 = 1
energy relative to the best compared isomer or geometry (same formula, charge and spin) = 35.7 kcal per mole
highest occupied orbital energy = -10.068 eV
total charge = 0
SMILES = C#P.C=C
gap between HOMO and LUMO = 0.3757 hartree

Record 3
Formula: C3H5PS
Source: OMol25
Level of theory: ωB97M-V with the def2-TZVPD basis set

Element x y z (Å)
C: -0.63619 1.87969 -0.12343
C: -0.68497 0.54630 0.23155
C: 0.47639 -2.16014 0.03684
P: 0.74894 -0.46959 -0.12748
S: 2.34215 0.65345 0.12658
H: -1.39871 2.57637 -0.04632
H: 0.36010 2.06746 -0.49792
H: -1.69517 0.17173 0.69269
H: 1.11196 -3.04202 -0.17953
H: -0.62450 -2.22325 -0.11298

Properties
2S+1 = 1
energy relative to the best compared isomer or geometry (same formula, charge and spin) = 33.0 kcal per mole
highest occupied orbital energy = -8.631 eV
total charge = 0
SMILES = C=CP(=C)=S
gap between HOMO and LUMO = 0.2918 hartree

Record 4
Formula: C3H6
Source: OMol25
Level of theory: ωB97M-V with the def2-TZVPD basis set

Element x y z (Å)
C: -1.13391 -0.22565 0.01191
C: 0.15246 0.39594 0.06413
C: 1.38109 -0.25624 0.05715
H: -1.20227 -1.18140 -0.41577
H: -1.27567 -0.13390 1.09033
H: -1.83981 0.50801 -0.59532
H: 0.12716 1.51293 0.06404
H: 1.61982 -1.24566 0.01436
H: 2.17112 0.62597 -0.29083

Properties
2S+1 = 1
energy relative to the best compared isomer or geometry (same formula, charge and spin) = 32.0 kcal per mole
highest occupied orbital energy = -9.019 eV
total charge = 0
SMILES = C=CC
gap between HOMO and LUMO = 0.3759 hartree

Record 5
Formula: C3H6
Source: OMol25
Level of theory: ωB97M-V with the def2-TZVPD basis set

Element x y z (Å)
C: 0.87671 -0.16227 -0.05356
C: -0.57592 -0.63549 -0.01907
C: -0.27780 0.78322 -0.02725
H: 1.49239 -0.36715 -0.82923
H: 1.32518 -0.24498 0.92956
H: -1.03343 -1.13576 0.90489
H: -0.89538 -1.06944 -0.91075
H: -0.62511 1.43078 -0.87147
H: -0.28665 1.40110 0.87687

Properties
2S+1 = 1
energy relative to the best compared isomer or geometry (same formula, charge and spin) = 13.8 kcal per mole
highest occupied orbital energy = -10.463 eV
total charge = 0
SMILES = C1CC1
gap between HOMO and LUMO = 0.4367 hartree

Record 6
Formula: C3H60F7O31S2
Source: OMol25
Level of theory: ωB97M-V with the def2-TZVPD basis set

Element x y z (Å)
O: -0.03074 -1.39260 -0.26125
S: -0.04444 -0.11569 0.66532
O: 0.64619 -0.59552 2.00147
S: -2.01486 0.41579 1.18544
C: -3.05983 0.89632 -0.29277
F: -4.12821 -0.13168 -0.58458
F: -2.29765 1.03738 -1.57127
C: -3.80186 2.33714 0.11984
F: -4.62777 2.06476 1.34464
F: -4.57049 2.93578 -0.99758
C: 1.01407 1.28504 0.01360
F: 0.40847 2.07674 -1.08235
F: 1.43461 2.27104 1.07198
F: 2.27593 0.68879 -0.55723
H: -2.63472 -0.77065 1.69056
H: -2.91724 3.04775 0.46954
O: 5.29751 0.96676 0.46850
H: 4.33048 0.98681 0.52644
H: 5.58871 1.03792 1.38998
O: 3.49098 -1.13637 1.12160
H: 2.87507 -1.45916 0.44680
H: 4.35064 -1.13929 0.67443
O: -0.31796 -3.86712 1.22621
H: 0.60240 -3.90046 1.52741
H: -0.36775 -3.04451 0.71648
O: -3.70249 1.56156 3.63823
H: -4.66952 1.58161 3.69616
H: -3.41129 1.63273 4.55971
O: 1.74902 5.37186 0.66778
H: 1.94590 4.46372 0.94238
H: 2.39651 5.55078 -0.03060
O: -7.35077 1.26962 1.53922
H: -7.96668 0.94683 0.86442
H: -6.49111 1.26670 1.09205
O: -0.16137 2.77441 3.61977
H: 0.39626 2.57838 4.38757
H: 0.46506 2.82416 2.88215
O: 2.24173 -4.92516 1.46706
H: 1.72782 -5.72581 1.65081
H: 3.03040 -5.25316 1.00946
O: -5.54793 4.00969 4.54727
H: -6.16384 3.68690 3.87246
H: -4.68827 4.00677 4.10010
O: -0.14141 1.75676 -3.98808
H: -1.10843 1.77681 -3.93014
H: 0.14979 1.82793 -3.06660
O: 2.77750 2.12042 3.70410
H: 2.31419 1.38443 3.27682
H: 3.70826 1.97405 3.47773
O: -2.85827 0.83721 -4.89597
H: -3.37218 0.03656 -4.71222
H: -2.06960 0.50921 -5.35356
O: -2.85827 -0.25895 5.67903
H: -3.37218 -1.05959 5.86278
H: -2.06960 -0.58695 5.22144
O: 0.34824 1.23175 6.08143
H: -0.54902 0.96933 6.33630
H: 0.90073 0.49162 6.37461
O: -0.74141 2.02061 -7.64512
H: -1.70843 2.04066 -7.58718
H: -0.45021 2.09177 -6.72364
O: 2.89455 -1.60033 -1.65613
H: 3.02512 -2.13594 -2.45298
H: 2.88028 -0.68937 -1.98617
O: 4.95207 -1.34789 4.03286
H: 4.33616 -1.67069 3.35805
H: 5.81173 -1.35082 3.58569
O: 1.79595 -2.39474 4.23067
H: 1.24259 -1.80406 3.69796
H: 2.16142 -3.01835 3.58528
O: 4.75186 -6.28121 -0.18220
H: 4.94874 -7.18936 0.09241
H: 5.39935 -6.10230 -0.88058
O: -5.71659 2.14518 -4.47783
H: -4.77755 1.93025 -4.37336
H: -5.90591 2.73526 -3.73288
O: 1.84824 2.90046 -8.86554
H: 0.95098 2.63805 -8.61066
H: 2.40073 2.16034 -8.57235
O: 3.58394 -5.03655 4.83348
H: 2.89946 -5.58955 4.42781
H: 3.21656 -4.14087 4.79143
O: -0.61659 1.83433 -10.86597
H: 0.32245 1.61940 -10.76150
H: -0.80591 2.42442 -10.12103
O: -3.31659 3.10845 -11.54715
H: -2.37755 2.89352 -11.44268
H: -3.50591 3.69853 -10.80220
O: 3.19455 0.31293 -3.67474
H: 3.32512 -0.22268 -4.47159
H: 3.18028 1.22389 -4.00479
O: 0.88341 -3.69580 -2.17087
H: 1.82245 -3.91073 -2.06641
H: 0.69409 -3.10571 -1.42593
O: 0.79455 3.34137 8.00173
H: 0.92512 2.80576 7.20488
H: 0.78028 4.25233 7.67168
O: -2.56137 -3.61052 -1.16129
H: -2.00374 -3.80656 -0.39348
H: -1.93494 -3.56077 -1.89891
O: 1.19239 -6.96038 6.07266
H: 1.78127 -6.31285 6.48839
H: 1.32630 -7.76662 6.59326

Properties
2S+1 = 1
highest occupied orbital energy = -12.319 eV
total charge = +1
gap between HOMO and LUMO = 0.1392 hartree

Record 7
Formula: C3H6AgO3
Source: OMol25
Level of theory: ωB97M-V with the def2-TZVPD basis set

Element x y z (Å)
C: 0.79488 1.24199 0.38187
C: -0.64792 0.93845 0.21090
O: -0.65000 -0.47682 -0.00626
C: -0.42480 -0.89208 -1.24497
O: 1.50829 -0.10581 0.86686
Ag: 0.36756 -2.11037 1.32625
H: 0.94159 2.11806 1.02402
H: 1.26295 1.37016 -0.60528
H: -1.23992 1.14010 1.10905
H: 2.45876 -0.00152 0.76725
H: -1.38846 1.16128 -0.74953
O: -1.52688 -1.87252 -1.17997
H: -1.45605 -2.51091 -1.90020

Properties
2S+1 = 1
energy relative to the best compared isomer or geometry (same formula, charge and spin) = 40.1 kcal per mole
highest occupied orbital energy = -14.206 eV
total charge = +1
gap between HOMO and LUMO = 0.3239 hartree

Record 8
Formula: C3H6BNO2
Source: OMol25
Level of theory: ωB97M-V with the def2-TZVPD basis set

Element x y z (Å)
B: -0.57888 -0.52921 -0.00254
C: -1.89678 0.64784 -0.03214
C: 1.64329 0.93623 0.15294
C: 0.84727 0.00819 -0.62411
N: -2.92807 1.10141 0.14808
O: -1.13636 -1.66839 -0.67012
O: -0.47304 -0.72008 1.41704
H: 0.97364 1.68721 0.58626
H: 2.46608 1.41430 -0.37332
H: 1.99585 0.40331 1.04427
H: 1.08237 -0.11365 -1.67608
H: -1.08598 -1.62588 -1.62191
H: -0.90938 -1.54129 1.65163

Properties
2S+1 = 1
energy relative to the best compared isomer or geometry (same formula, charge and spin) = 79.1 kcal per mole
highest occupied orbital energy = -9.990 eV
total charge = 0
gap between HOMO and LUMO = 0.2564 hartree

Record 9
Formula: C3H6BNO2
Source: OMol25
Level of theory: ωB97M-V with the def2-TZVPD basis set

Element x y z (Å)
B: 0.28047 -0.17382 0.39559
C: 1.23892 0.08837 -0.86566
C: -0.98623 -0.03949 -1.59726
C: 0.61527 0.12422 1.96687
N: -0.98317 -0.29290 -0.15494
O: 2.39767 0.29207 -1.03928
O: 0.26571 -0.15149 -2.03379
H: -1.76334 -0.62952 -2.20704
H: -1.31777 0.99771 -1.69357
H: 0.58000 1.16182 2.25560
H: 1.58368 -0.48962 2.01855
H: 0.03017 -0.49632 2.69166
H: -1.94138 -0.39104 0.26326

Properties
2S+1 = 1
energy relative to the best compared isomer or geometry (same formula, charge and spin) = 44.1 kcal per mole
highest occupied orbital energy = -10.132 eV
total charge = 0
SMILES = CB1NCOC1=O
gap between HOMO and LUMO = 0.3859 hartree

Record 10
Formula: C3H6Br3NOP
Source: OMol25
Level of theory: ωB97M-V with the def2-TZVPD basis set

Element x y z (Å)
C: 0.34197 0.15476 -0.62892
C: -0.79605 -0.85410 1.18147
C: 0.64764 -2.18382 -0.28628
N: 0.09142 -0.88465 0.04086
O: -0.30384 1.90535 0.06588
P: 0.11530 3.02834 -0.87809
Br: 1.30511 0.51853 -2.08957
Br: 1.17880 4.40432 0.53293
Br: -1.85067 4.02568 -1.27368
H: -1.82332 -1.02951 0.84934
H: -0.51599 -1.63847 1.88274
H: -0.75888 0.11977 1.66884
H: 1.18818 -2.16441 -1.23138
H: 1.33713 -2.48405 0.50649
H: -0.15679 -2.91773 -0.34063

Properties
2S+1 = 1
energy relative to the best compared isomer or geometry (same formula, charge and spin) = 28.3 kcal per mole
highest occupied orbital energy (spin up / spin down) = -12.661 / -12.657 eV
total charge = +1
gap between HOMO and LUMO (spin up / spin down) = 0.2375 / 0.2366 hartree